# 1
DFT (the ωB97M-V functional and the def2-TZVPD basis) results for a 10-piece molecular cluster, C49H76N2O24P2 overall at a distorted geometry.

```
! RIJCOSX wB97M-V def2-TZVPD def2/J DEFGRID3
* xyz 0 1
P 12.3643 -15.2523 11.8496
P 29.5168 -12.6797 20.6281
O 11.4101 -16.5603 11.8485
O 18.0791 1.4151 24.7357
O 20.2067 -2.8326 13.7474
O 13.6298 -7.4821 21.7858
O 25.0845 -6.7290 12.7400
O 20.6594 -20.9238 12.4968
O 10.6076 -6.4990 17.4666
O 27.2690 -3.0641 9.3385
O 13.5960 -15.4634 12.6131
O 16.3124 -6.8872 10.7659
O 19.5973 -10.1541 7.7684
O 29.0534 -13.8145 19.7731
O 21.9597 -17.4201 8.4580
O 20.1234 -3.7424 15.7313
O 12.6097 -15.0590 10.1968
O 17.9873 -12.2949 18.2482
O 21.2914 -1.8350 21.7309
O 18.5047 -3.2038 14.6198
O 20.3380 -15.6580 31.0081
O 18.4049 -13.4775 31.4429
O 31.0126 -12.7961 21.2698
O 11.5617 -13.9722 12.4250
O 29.4331 -11.2607 19.8091
O 28.6717 -12.5058 21.9639
N 19.6283 -3.2354 14.7412
N 18.4937 -12.7731 19.4885
C 21.3380 -17.7537 10.7239
C 18.8880 0.7017 23.9389
C 19.1958 -0.6071 21.9029
C 17.6888 -13.8686 20.1988
C 20.0390 -10.8873 19.2873
C 25.6164 -5.7685 11.8995
C 20.7105 -14.2841 31.2208
C 21.2881 -20.3730 10.2055
C 20.9996 -18.5857 11.7742
C 20.4732 -0.9182 22.3792
C 18.3957 0.2367 22.7032
C 19.9524 -12.3334 21.3863
C 17.3188 -12.8253 32.1142
C 12.7164 -6.4002 18.5349
C 18.0763 -13.9432 21.6968
C 18.9476 -9.3101 9.9860
C 26.0306 -5.0877 9.5718
C 16.9462 -7.8637 8.7634
C 26.0266 -4.5504 12.3605
C 21.5892 -19.5874 9.2000
C 17.7978 -8.6886 8.0672
C 19.6641 -13.5057 32.0780
C 10.8869 -7.7475 19.4350
C 17.1770 -7.6350 10.1412
C 20.8778 -13.4507 19.2919
C 26.6987 -3.7582 11.4701
C 26.5323 -3.9185 10.0901
C 21.6718 -18.2655 9.4574
C 13.5315 -6.6946 19.6119
C 18.1792 -8.4095 10.7553
C 17.9334 -15.2136 19.6187
C 20.9258 -19.9197 11.4760
C 11.3920 -6.8369 18.4842
C 19.9266 -12.3264 19.8515
C 29.2908 -9.9694 20.3655
C 21.3420 -16.6152 30.5697
C 20.9571 -0.4474 23.6330
C 12.9309 -7.3393 20.6613
C 13.5498 -15.9364 9.4855
C 25.5634 -6.0052 10.5026
C 28.1398 -13.6028 22.8363
C 11.6107 -7.8349 20.5748
C 31.5256 -14.1109 21.5901
C 10.0623 -16.5774 11.2115
C 19.5904 -13.7667 22.0300
C 20.1421 0.4054 24.2958
C 18.7755 -9.4431 8.5840
C 16.2119 -13.3518 20.2344
C 12.0905 -12.6572 12.2934
H 28.9502 -13.9192 23.4929
H 15.7052 -13.3652 19.2695
H 30.7990 -14.5259 22.2886
H 28.4978 -9.4391 19.8381
H 17.3603 0.3949 22.4400
H 27.1077 -3.2803 8.4172
H 17.6335 2.0959 24.2263
H 18.7270 -0.9947 21.0105
H 13.2045 -5.9818 17.6671
H 21.7239 -16.4929 8.5373
H 27.2816 -13.2411 23.4028
H 29.1328 -10.0087 21.4433
H 14.5658 -6.3904 19.6762
H 16.8825 -13.5212 32.8308
H 17.4218 -13.4008 22.3790
H 31.6494 -14.7063 20.6855
H 17.0625 -15.8333 19.8326
H 9.5916 -15.5944 11.1931
H 21.9707 -0.7192 23.8880
H 24.6668 -6.2801 13.4786
H 19.4558 -9.8530 6.8679
H 16.2690 -12.2729 20.3784
H 13.0507 -16.9054 9.4834
H 20.8381 -13.8677 30.2216
H 20.9496 -10.3730 19.5944
H 20.2987 -10.8613 18.2290
H 14.3957 -16.1860 10.1260
H 21.8712 -20.0492 8.2653
H 21.4730 -16.7536 29.4965
H 22.2790 -16.3642 31.0669
H 20.3056 -14.5454 21.7650
H 32.3229 -13.8997 22.3026
H 26.0724 -4.3309 13.4170
H 19.2998 -11.5584 21.7882
H 21.8988 -13.0904 19.4174
H 21.1005 -17.5920 30.9889
H 17.3427 -11.7941 32.4665
H 21.4350 -16.7032 10.9552
H 11.2151 -8.4060 21.4017
H 20.8332 -14.4040 19.8187
H 11.2755 -11.9662 12.5090
H 10.2883 -16.7897 10.1665
H 18.8597 -15.6274 20.0172
H 16.6798 -6.1725 11.2910
H 20.6702 0.7849 25.1581
H 27.2812 -2.9080 11.7931
H 19.1950 -10.2172 19.4510
H 25.0014 -6.9041 10.2963
H 9.9578 -7.1890 17.3140
H 16.5524 -12.6872 31.3515
H 21.0288 -21.3891 9.9474
H 20.9375 -12.0568 21.7620
H 19.6461 -13.6070 23.1068
H 30.2766 -9.5303 20.2128
H 18.2551 -15.0638 18.5881
H 21.6418 -14.3949 31.7762
H 15.5511 -13.8221 20.9626
H 12.8244 -12.5285 13.0889
H 13.8317 -6.5830 22.0549
H 9.3393 -17.2497 11.6734
H 20.8342 -13.7962 18.2591
H 16.0569 -7.5972 8.2115
H 20.0268 -12.5263 32.3899
H 19.7792 -9.8776 10.3767
H 19.4881 -14.0081 33.0292
H 20.7454 -18.1724 12.7391
H 27.6674 -14.4649 22.3655
H 12.3153 -12.4610 11.2451
H 18.2784 -8.3109 11.8262
H 9.8896 -8.1557 19.3628
H 21.0428 -21.7342 12.1536
H 20.8738 -2.1996 20.9472
H 17.6714 -8.7991 7.0003
H 17.6534 -14.9165 21.9458
H 13.8112 -15.6342 8.4713
H 26.0825 -5.4843 8.5686
*
```

**Energy**: -122727.775 eV

---

# 2
DFT (the ωB97M-V functional and the def2-TZVPD basis) results for C9H16Br13O4P3 as an isolated structure.

```
! RIJCOSX wB97M-V def2-TZVPD def2/J DEFGRID3
* xyz 0 1
Br -1.4438 -4.4288 -4.6546
Br 0.6048 -0.8767 5.3177
Br 2.1681 1.6514 4.2083
Br -4.9896 0.4238 3.4643
Br -5.9148 -1.2135 6.0350
Br 0.8669 1.7224 7.1115
Br -1.6000 0.1328 2.6860
Br -2.5368 -2.0764 -2.8231
Br 3.3227 -4.6222 -4.4426
Br -3.8657 -2.6242 -5.6508
Br -3.2595 0.5327 6.1233
Br 3.5214 -1.5475 -5.2327
Br 1.9924 -2.4135 -2.5893
P -0.7698 -0.9073 0.9495
P -1.2973 0.3153 -0.8153
P -3.4501 0.7908 -0.7298
O 1.7680 2.8848 -0.5593
O -4.1774 0.5759 0.5429
O 3.6159 3.2374 0.6305
O -1.8055 -2.1711 0.8037
C 1.1006 1.6349 -0.7112
C -0.3747 1.8673 -0.4184
C -2.9909 -3.4116 -4.1372
C 2.4626 -2.9073 -4.3858
C 1.7057 0.6281 5.7707
C 3.9121 2.1595 -1.4894
C 3.1269 2.8045 -0.3689
C 4.4023 0.7586 -1.0967
C -5.0317 0.3672 5.3773
H 4.7153 0.7356 -0.0535
H -1.5773 -2.7073 0.0333
H -3.6880 -4.0981 -3.6780
H 1.5015 0.9139 0.0090
H 1.5388 -2.9913 -4.9413
H -5.6011 1.2152 5.7293
H 1.2376 1.2101 -1.7123
H 3.6126 0.0190 -1.2243
H 2.6258 0.2503 6.1919
H -0.7451 2.6844 -1.0384
H -3.8591 -0.0781 -1.7606
H 3.2647 2.0828 -2.3634
H 5.2440 0.4578 -1.7170
H -0.4882 2.1275 0.6348
H 4.7477 2.8064 -1.7504
H -3.5919 2.0846 -1.2750
*
```

**Energy**: -956200.562 eV

---

# 3
DFT (the ωB97M-V functional and the def2-TZVPD basis) results for C31H37N5O5S2TeW as an isolated structure at a distorted geometry.

```
! RIJCOSX wB97M-V def2-TZVPD def2/J DEFGRID3
* xyz 1 4
W 1.2218 -0.3850 -0.8414
Te -0.8159 0.8790 1.1084
S 2.3283 -2.6532 1.1810
S 2.3944 -4.6823 -2.3650
O 2.4433 1.0284 1.4695
O 1.9505 -3.1913 2.4457
O 1.2902 -1.5946 0.7041
O 2.8028 0.1967 -1.9380
O 3.3903 1.3280 -3.7659
N 1.6869 -2.2705 -1.8451
N 0.0590 0.3288 -2.5523
N 7.2196 0.4797 1.3732
N 2.3225 -3.7117 0.0139
N 1.4235 1.6288 -0.4317
C -2.3646 -1.5027 2.5851
C -4.5142 -1.1515 3.6777
C 6.0954 -0.2987 1.3259
C -2.0145 1.2851 -0.5468
C 4.4355 -1.4458 0.0472
C -1.3165 -2.5406 2.3248
C 5.5258 -0.6241 0.0781
C -1.4490 3.7550 -0.2488
C 2.0174 -3.6524 -3.6783
C -3.3333 1.8699 -2.9293
C -2.4877 -1.2346 -0.9596
C -2.3207 -0.1480 2.2258
C -3.2544 0.5721 -2.4594
C 1.6912 -2.4297 -3.2249
C 1.0471 1.1537 -3.3445
C -2.7124 2.8780 -2.2030
C 4.3650 -1.4992 2.4837
C -4.4364 0.1917 3.3445
C 2.5061 1.7229 0.4590
C -3.3756 2.1634 2.3614
C 2.5326 0.8974 -3.0655
C -3.4707 -1.9641 3.3001
C 2.1047 -3.4238 -1.2495
C -2.5936 0.2340 -1.2912
C 3.8429 -1.8349 1.2495
C -3.3630 0.6997 2.6476
C -4.1277 2.1699 -4.1532
C -5.6998 -1.6306 4.4438
C 3.5282 2.7750 0.2556
C 5.4974 -0.7397 2.5048
C -2.0813 2.6150 -0.9979
H 5.9798 -0.2670 -0.8333
H -2.9897 -1.8481 -1.6862
H -3.7382 -0.1944 -3.0480
H 2.0258 -3.9731 -4.7189
H 3.7879 2.9186 -0.7954
H -0.4083 -0.3871 -3.1024
H -0.5574 -2.5310 3.1066
H -4.2423 2.6383 2.8299
H -5.0086 2.7627 -3.9005
H 7.7244 0.4780 2.2419
H -5.7385 -1.1319 5.3927
H 3.2455 3.7111 0.7247
H -2.7639 3.9093 -2.5713
H -4.4832 1.2737 -4.6527
H 4.3857 2.3921 0.8123
H -5.2271 0.8709 3.6677
H -0.8167 -2.3551 1.3799
H 1.4134 -1.5998 -3.8596
H -1.4234 -1.5673 -0.9460
H -3.4656 -2.9947 3.6122
H -1.7026 4.7185 -0.6801
H 7.8009 0.5330 0.5511
H 3.9969 -1.6982 -0.8943
H 3.8799 -1.8369 3.3950
H -3.4134 2.3750 1.3052
H -2.4753 2.6764 2.7322
H -1.8183 3.8113 0.7820
H -3.5590 2.7812 -4.8512
H -2.9052 -1.4511 0.0179
H -0.3662 3.6735 -0.1807
H -6.6481 -1.4539 3.9369
H -0.6759 0.9428 -2.1821
H 5.9248 -0.4589 3.4659
H -5.6720 -2.6985 4.6624
H 0.8751 2.2005 -3.0808
H -1.7694 -3.5304 2.2606
H 0.8374 1.0669 -4.4129
*
```

**Energy relative to the best compared isomer or geometry (same formula, charge and spin)**: 0.000 eV
**<S²>**: 3.76

---

# 4
DFT (the ωB97M-V functional and the def2-TZVPD basis) results for CH2O2S4 as an isolated structure at a distorted geometry.

```
! RIJCOSX wB97M-V def2-TZVPD def2/J DEFGRID3
* xyz 0 1
S -0.3493 0.2872 1.4201
S -1.4161 2.0162 -1.2690
S -0.7162 -1.5673 -0.5839
S -1.4547 1.9953 0.7405
O 0.9087 -1.1983 -0.2361
O -0.9931 -2.9398 -0.2787
C 0.9828 0.1032 0.1484
H 0.9804 1.0283 -0.5079
H 2.0575 0.2751 0.5666
*
```

**Energy relative to the best compared isomer or geometry (same formula, charge and spin)**: 1.636 eV

---

# 5
DFT (the ωB97M-V functional and the def2-TZVPD basis) results for C5H8O as an isolated structure at a distorted geometry.

```
! RIJCOSX wB97M-V def2-TZVPD def2/J DEFGRID3
* xyz 0 1
O 2.4932 -0.1413 -0.1770
C 1.4672 0.0840 0.3079
C -0.8536 1.1496 -0.0491
C -2.0592 -0.1300 0.0087
C -0.8613 -1.0124 0.2033
C 0.1087 0.0317 -0.3476
H -2.2600 -0.3096 -1.3248
H -0.9244 -1.9063 -0.4791
H -0.5604 -1.0439 1.4070
H 0.5568 -0.0185 -1.3583
H -0.8990 1.4026 1.0866
H 1.3239 0.7159 1.3653
H -2.7454 -0.2154 0.5313
H -1.2483 1.7686 -0.5515
*
```

**Energy relative to the best compared isomer or geometry (same formula, charge and spin)**: 6.406 eV

---

# 6
DFT (the ωB97M-V functional and the def2-TZVPD basis) results for one molecule with the formula C6H8F2N2O at a distorted geometry.

```
! RIJCOSX wB97M-V def2-TZVPD def2/J DEFGRID3
* xyz 0 1
F 1.1588 -1.5612 -1.5695
F 1.4011 2.4428 -1.4066
O -0.4148 2.6918 -2.5781
N 1.0832 -0.2585 0.4784
N -0.2578 -0.0242 0.8097
C 1.7882 -1.1495 1.3625
C 0.0351 0.5313 -1.4491
C -0.8879 0.5306 -0.1634
C 0.2186 1.9568 -1.9122
C 1.2077 -0.2632 -0.9585
C -2.2149 1.0670 -0.0656
H -2.5135 1.0045 0.8851
H 2.0716 0.1716 -1.3760
H -2.9840 0.6795 -0.6182
H 2.8002 -1.0636 0.9269
H -0.3636 0.0366 -2.4444
H 1.5779 -2.1259 1.1670
H -2.4143 2.1227 -0.4125
H 1.4784 -0.7838 2.2997
*
```

**Energy relative to the best compared isomer or geometry (same formula, charge and spin)**: 0.006 eV

---

Repeat the second record exactly.
DFT (the ωB97M-V functional and the def2-TZVPD basis) results for C9H16Br13O4P3 as an isolated structure.

```
! RIJCOSX wB97M-V def2-TZVPD def2/J DEFGRID3
* xyz 0 1
Br -1.4438 -4.4288 -4.6546
Br 0.6048 -0.8767 5.3177
Br 2.1681 1.6514 4.2083
Br -4.9896 0.4238 3.4643
Br -5.9148 -1.2135 6.0350
Br 0.8669 1.7224 7.1115
Br -1.6000 0.1328 2.6860
Br -2.5368 -2.0764 -2.8231
Br 3.3227 -4.6222 -4.4426
Br -3.8657 -2.6242 -5.6508
Br -3.2595 0.5327 6.1233
Br 3.5214 -1.5475 -5.2327
Br 1.9924 -2.4135 -2.5893
P -0.7698 -0.9073 0.9495
P -1.2973 0.3153 -0.8153
P -3.4501 0.7908 -0.7298
O 1.7680 2.8848 -0.5593
O -4.1774 0.5759 0.5429
O 3.6159 3.2374 0.6305
O -1.8055 -2.1711 0.8037
C 1.1006 1.6349 -0.7112
C -0.3747 1.8673 -0.4184
C -2.9909 -3.4116 -4.1372
C 2.4626 -2.9073 -4.3858
C 1.7057 0.6281 5.7707
C 3.9121 2.1595 -1.4894
C 3.1269 2.8045 -0.3689
C 4.4023 0.7586 -1.0967
C -5.0317 0.3672 5.3773
H 4.7153 0.7356 -0.0535
H -1.5773 -2.7073 0.0333
H -3.6880 -4.0981 -3.6780
H 1.5015 0.9139 0.0090
H 1.5388 -2.9913 -4.9413
H -5.6011 1.2152 5.7293
H 1.2376 1.2101 -1.7123
H 3.6126 0.0190 -1.2243
H 2.6258 0.2503 6.1919
H -0.7451 2.6844 -1.0384
H -3.8591 -0.0781 -1.7606
H 3.2647 2.0828 -2.3634
H 5.2440 0.4578 -1.7170
H -0.4882 2.1275 0.6348
H 4.7477 2.8064 -1.7504
H -3.5919 2.0846 -1.2750
*
```

**Energy**: -956200.562 eV